Record 1
C25H41F3O2P2Tm | ωB97M-V with the def2-TZVPD basis set

```
74
Properties=species:S:1:pos:R:3:lowdin_charge:R:1
Tm -0.497 1.418 -1.620 1.123
C -0.809 -0.104 0.547 -0.286
C -1.927 0.783 0.412 -0.325
C -1.983 -0.734 -1.349 -0.289
C -0.839 -1.028 -0.550 -0.280
C -2.667 0.381 -0.752 -0.344
C -0.033 -0.324 1.787 -0.040
H 0.107 0.603 2.348 0.053
H 0.958 -0.734 1.560 0.083
H -0.535 -1.046 2.454 0.112
C 0.016 -2.226 -0.695 -0.019
H 0.988 -2.078 -0.211 0.088
H 0.203 -2.460 -1.750 0.070
H -0.458 -3.114 -0.242 0.108
C -2.477 -1.582 -2.458 -0.015
H -2.601 -2.626 -2.133 0.104
H -1.779 -1.581 -3.306 0.075
H -3.443 -1.224 -2.826 0.081
C -4.038 0.819 -1.114 -0.057
H -4.788 0.187 -0.607 0.107
H -4.214 0.720 -2.191 0.077
H -4.235 1.859 -0.828 0.055
C -2.404 1.753 1.431 -0.023
H -3.415 1.485 1.776 0.102
H -2.468 2.780 1.041 0.059
H -1.737 1.776 2.300 0.078
C 4.790 2.235 2.104 -0.086
C 5.091 3.068 3.110 -0.101
C 4.564 4.440 3.389 -0.183
C 3.490 4.966 2.408 -0.207
C 2.111 4.422 2.637 -0.118
C 1.676 3.151 2.541 -0.099
C 2.244 2.041 1.712 -0.209
C 3.642 2.270 1.102 -0.191
H 5.397 5.157 3.405 0.118
H 3.828 4.842 1.374 0.093
H 4.120 4.447 4.397 0.121
H 3.643 3.178 0.484 0.065
H 5.452 1.378 1.940 0.102
H 5.861 2.753 3.825 0.109
H 3.802 1.413 0.417 0.115
H 2.287 1.124 2.324 0.112
H 0.774 2.882 3.098 0.100
H 1.536 1.844 0.876 0.074
H 3.425 6.051 2.579 0.110
H 1.378 5.190 2.924 0.105
P 0.713 3.630 -1.525 0.795
C 2.445 3.985 -2.052 -0.223
C 0.421 5.250 -0.667 -0.223
P -2.087 3.138 -2.614 0.802
C -0.428 3.927 -2.993 -0.501
C -2.835 4.293 -1.366 -0.239
C -3.043 3.677 -4.076 -0.229
H 2.884 3.115 -2.560 0.056
H 3.044 4.196 -1.159 0.034
H 2.472 4.865 -2.708 0.064
H 0.897 6.049 -1.255 0.066
H 0.889 5.212 0.328 0.034
H -0.643 5.485 -0.553 0.027
H -2.816 4.731 -4.283 0.060
H -4.119 3.566 -3.899 0.062
H -2.785 3.075 -4.952 0.058
H 0.002 3.550 -3.939 0.078
H -0.623 5.004 -3.082 0.069
H -3.831 3.924 -1.085 0.051
H -2.937 5.304 -1.787 0.067
H -2.244 4.355 -0.444 0.017
F 2.617 -1.163 -4.315 0.165
C 1.271 -1.085 -4.342 -0.479
F 0.863 -0.864 -5.611 0.161
F 0.763 -2.298 -3.951 0.132
C 0.746 0.025 -3.365 -0.499
O 1.388 0.277 -2.296 -0.049
O -0.366 0.564 -3.670 -0.081
```

Summary:
Total energy = -86940.406 eV
Highest occupied orbital energy (alpha / beta) = -0.39357 / -0.39399 hartree
Net charge = +1
Spin multiplicity = 3
<S²> = 2.003
Energy above the lowest of the compared OMol25 structures with the same formula, charge and spin = 0.0 kcal per mole



Record 2
C25H41FGeN2SiZn | ωB97M-V with the def2-TZVPD basis set

```
72
Properties=species:S:1:pos:R:3:lowdin_charge:R:1
Zn 0.583 0.077 0.232 0.580
C 2.607 -1.304 -3.841 -0.173
Si 1.974 0.094 -2.731 0.368
C 3.316 0.417 -1.448 -0.176
C 1.922 1.636 -3.834 -0.179
N 0.499 -0.229 -1.947 -0.091
C -0.684 -0.413 -2.558 -0.319
C -0.891 -0.571 -3.953 -0.059
C -2.143 -0.746 -4.522 -0.144
C -3.288 -0.780 -3.740 -0.154
C -3.137 -0.633 -2.362 -0.054
C -1.890 -0.460 -1.818 -0.220
F -1.806 -0.302 -0.465 0.012
H 3.633 -1.108 -4.162 0.020
H 1.993 -1.428 -4.733 0.009
H 2.597 -2.250 -3.300 -0.009
H 4.302 0.154 -1.839 0.027
H 3.162 -0.169 -0.540 -0.002
H 3.330 1.467 -1.160 0.017
H 2.915 1.865 -4.227 0.016
H 1.585 2.491 -3.247 0.014
H 1.241 1.525 -4.677 0.009
H -0.022 -0.563 -4.596 0.068
H -2.218 -0.862 -5.598 0.083
H -4.268 -0.919 -4.178 0.074
H -3.987 -0.649 -1.691 0.105
C 0.133 -0.650 4.514 -0.102
C -0.263 -2.083 4.158 -0.404
C -1.627 -2.098 3.465 -0.093
C 0.796 -2.794 3.342 -0.181
C 1.390 -3.915 3.879 -0.122
C 2.340 -4.678 3.195 -0.178
C 2.654 -4.264 1.901 -0.122
C 2.100 -3.148 1.308 -0.172
C 2.435 -2.838 -0.134 -0.407
C 1.770 -3.836 -1.084 -0.064
C 3.938 -2.758 -0.402 -0.089
C 1.151 -2.288 2.016 -0.374
N 0.624 -1.188 1.565 -0.102
H -0.648 -0.165 5.111 0.058
H 0.283 -0.098 3.588 0.037
H 1.063 -0.637 5.086 0.069
H -0.361 -2.646 5.099 0.107
H -1.541 -1.594 2.504 0.050
H -2.383 -1.590 4.074 0.056
H -1.956 -3.125 3.292 0.067
H 1.091 -4.222 4.883 0.082
H 2.798 -5.553 3.643 0.051
H 3.361 -4.861 1.323 0.086
H 1.996 -1.857 -0.353 0.051
H 2.132 -4.850 -0.887 0.067
H 1.970 -3.596 -2.132 0.041
H 0.691 -3.830 -0.934 0.083
H 4.415 -3.733 -0.275 0.059
H 4.415 -2.064 0.290 0.078
H 4.143 -2.420 -1.423 0.053
C 2.309 4.749 0.792 -0.249
Ge 1.222 3.258 1.526 0.698
C -0.187 4.137 2.601 -0.242
C 2.424 2.390 2.816 -0.227
C 0.499 2.121 0.160 -0.392
H 2.627 5.415 1.596 -0.004
H 1.742 5.329 0.064 0.000
H 3.200 4.364 0.296 -0.001
H 0.243 4.856 3.300 -0.002
H -0.744 3.393 3.169 0.006
H -0.887 4.659 1.948 0.001
H 2.858 3.129 3.494 0.002
H 3.231 1.879 2.289 0.011
H 1.893 1.640 3.397 -0.005
H 0.929 2.426 -0.796 -0.058
H -0.575 2.332 0.084 -0.036
```

Summary:
Total energy = -145100.990 eV
Highest occupied orbital energy = 0.01732 hartree
Net charge = -2
Spin multiplicity = 1
Energy above the lowest of the compared OMol25 structures with the same formula, charge and spin = 0.0 kcal per mole



Record 3
C25H41N3P2Rh | ωB97M-V with the def2-TZVPD basis set

```
72
Properties=species:S:1:pos:R:3:lowdin_charge:R:1
Rh -0.228 1.866 2.106 1.192
C 0.013 3.817 1.642 -0.319
C -1.281 3.362 1.218 -0.324
C -1.101 2.953 3.529 -0.320
C 0.139 3.583 3.077 -0.311
C -1.974 2.831 2.360 -0.323
C 1.106 4.296 0.737 -0.019
H 0.900 3.933 -0.273 0.052
H 2.052 3.854 1.065 0.078
H 1.245 5.386 0.663 0.103
C 1.421 3.715 3.826 -0.015
H 2.238 3.851 3.114 0.077
H 1.607 2.785 4.369 0.070
H 1.448 4.540 4.540 0.100
C -1.326 2.328 4.863 -0.016
H -2.042 2.890 5.465 0.096
H -0.379 2.248 5.402 0.084
H -1.705 1.310 4.739 0.085
C -3.250 2.049 2.262 -0.022
H -4.080 2.545 2.773 0.095
H -3.122 1.045 2.701 0.086
H -3.527 1.936 1.206 0.077
C -1.779 3.377 -0.202 -0.021
H -2.619 4.054 -0.390 0.099
H -2.102 2.363 -0.451 0.060
H -0.969 3.693 -0.858 0.058
C 2.376 0.054 -0.475 -0.098
C 2.150 1.011 -1.391 -0.097
C 0.902 1.377 -2.145 -0.170
C -0.092 0.222 -2.262 -0.222
C -0.913 -0.311 -1.136 -0.147
C -0.602 -1.152 -0.119 -0.195
C 0.661 -1.713 0.390 -0.202
C 1.953 -1.360 -0.389 -0.203
H 1.246 1.601 -3.169 0.119
H 0.558 -0.648 -2.659 0.006
H 0.419 2.306 -1.789 0.096
H 1.915 -1.801 -1.398 -0.001
H 3.023 0.328 0.359 0.109
H 2.962 1.725 -1.544 0.108
H 2.746 -1.910 0.142 0.132
H 0.790 -1.379 1.435 0.069
H -1.383 -1.248 0.634 0.105
H 0.586 -2.811 0.481 0.113
H -0.818 0.501 -3.056 0.130
H -1.957 0.045 -1.150 0.106
P 0.858 -2.395 -3.024 0.934
C 2.539 -3.050 -3.205 -0.204
C 0.278 -1.951 -4.672 -0.203
P -1.855 -3.464 -1.784 0.884
C -0.110 -3.759 -2.364 -0.516
C -2.716 -3.618 -3.427 -0.301
C -1.991 -5.279 -1.415 -0.305
H 2.877 -3.528 -2.275 0.068
H 3.264 -2.250 -3.405 0.074
H 2.568 -3.796 -4.011 0.072
H 0.536 -2.743 -5.394 0.075
H 0.742 -1.002 -4.983 0.072
H -0.804 -1.755 -4.672 0.046
H -1.745 -5.867 -2.315 0.046
H -2.985 -5.547 -1.044 0.049
H -1.261 -5.508 -0.633 0.038
H 0.419 -4.193 -1.489 0.069
H -0.128 -4.505 -3.183 0.077
H -3.798 -3.735 -3.262 0.050
H -2.352 -4.485 -4.006 0.048
H -2.601 -2.703 -4.019 0.013
N 1.146 0.185 2.758 -0.001
C 1.747 -0.055 3.767 -0.342
N 2.420 -0.459 4.754 0.081
C 2.707 -0.112 5.977 -0.391
N 3.035 0.129 7.086 0.092
```

Summary:
Total energy = -52630.945 eV
Highest occupied orbital energy (alpha / beta) = -0.34296 / -0.38298 hartree
Net charge = +1
Spin multiplicity = 5
<S²> = 6.009
Energy above the lowest of the compared OMol25 structures with the same formula, charge and spin = 24.1 kcal per mole



Record 4
C25H42AlFN3O5S2 | ωB97M-V with the def2-TZVPD basis set

```
79
Properties=species:S:1:pos:R:3:lowdin_charge:R:1
C -0.808 -3.136 3.703 0.273
C -0.259 -3.280 2.366 0.165
C -0.489 -2.196 1.151 -0.343
C -0.769 -3.064 -0.186 -0.086
C -0.304 -2.383 -1.573 -0.329
C -1.522 -2.262 -2.674 -0.064
C 0.792 -3.413 -2.236 -0.086
C -1.867 -1.347 1.441 -0.097
N -2.425 -0.704 0.214 -0.030
C -3.905 -0.576 0.468 -0.127
C -4.286 0.459 1.664 -0.110
C -5.026 1.812 1.163 -0.104
F -4.118 2.932 1.470 -0.122
C -1.786 0.612 -0.089 -0.096
C -2.485 1.438 -1.297 -0.146
O -2.990 0.602 -2.374 -0.122
C -3.875 1.389 -3.239 -0.324
C -5.498 1.196 -3.185 0.013
O -3.415 2.276 -4.040 0.074
O 0.564 -1.211 1.051 -0.046
C 1.877 -1.803 0.911 -0.293
C 2.764 -0.729 0.031 -0.121
C 3.687 -1.435 -1.091 -0.202
C 4.824 -0.327 -1.517 -0.415
S 4.132 1.156 -2.403 0.965
C 3.332 2.343 -1.248 -0.853
S 2.028 3.257 -1.898 0.502
N 3.687 2.559 0.176 -0.182
C 2.488 2.555 1.077 -0.215
C 3.051 2.367 2.602 -0.135
O 4.302 3.122 2.806 -0.164
C 4.286 4.329 1.989 -0.137
C 4.292 3.942 0.391 -0.121
N 2.614 -1.910 2.248 0.134
C 3.676 -2.689 2.045 -0.105
O 4.572 -3.472 1.634 0.172
H -1.632 -3.886 4.052 0.170
H -0.525 -2.278 4.441 0.171
H 0.405 -4.198 2.083 0.195
H -0.343 -4.137 -0.016 0.134
H -1.924 -3.218 -0.252 0.140
H 0.132 -1.326 -1.485 0.110
H -1.376 -3.096 -3.449 0.091
H -1.404 -1.256 -3.249 0.097
H -2.563 -2.390 -2.206 0.081
H 0.253 -4.444 -2.322 0.111
H 1.099 -3.109 -3.299 0.105
H 1.703 -3.593 -1.554 0.063
H -2.602 -2.087 1.921 0.150
H -1.594 -0.479 2.176 0.165
H -4.373 -1.600 0.771 0.153
H -4.500 -0.252 -0.478 0.129
H -4.996 -0.089 2.410 0.142
H -3.382 0.799 2.301 0.117
H -5.188 1.786 0.026 0.108
H -6.017 1.988 1.736 0.152
H -0.662 0.507 -0.390 0.133
H -1.772 1.294 0.859 0.158
H -1.634 2.091 -1.760 0.131
H -3.296 2.183 -0.946 0.133
H -5.946 2.257 -3.104 0.113
H -5.918 0.728 -4.149 0.111
H -5.807 0.506 -2.300 0.077
H 1.892 -2.862 0.467 0.151
H 2.011 -0.050 -0.548 0.106
H 3.446 -0.075 0.687 0.114
H 4.145 -2.441 -0.780 0.121
H 3.062 -1.650 -2.052 0.114
H 5.395 0.050 -0.579 0.109
H 5.630 -0.814 -2.199 0.120
H 1.849 3.533 1.000 0.044
H 1.756 1.688 0.898 0.106
H 2.250 2.687 3.386 0.144
H 3.311 1.272 2.851 0.126
H 3.305 4.894 2.281 0.136
H 5.142 5.066 2.237 0.157
H 5.367 4.021 -0.002 0.148
H 3.684 4.780 -0.124 0.108
Al 0.476 4.790 -0.890 0.632
```

Summary:
Total energy = -72254.278 eV
Highest occupied orbital energy = -0.61275 hartree
Net charge = +3
Spin multiplicity = 1



Record 5
C25H42AuCl2O2P2 | ωB97M-V with the def2-TZVPD basis set

```
74
Properties=species:S:1:pos:R:3:lowdin_charge:R:1
Au -1.751 -0.157 -4.331 0.847
C 1.856 -0.356 -0.584 -0.145
C 1.617 0.993 -0.965 -0.134
C 1.042 0.754 1.254 -0.128
C 1.549 -0.500 0.793 -0.127
C 1.038 1.660 0.152 -0.120
C 2.314 -1.438 -1.471 -0.019
H 2.236 -1.148 -2.510 0.074
H 1.757 -2.357 -1.310 0.060
H 3.359 -1.668 -1.275 0.110
C 1.833 -1.648 1.656 0.018
H 2.087 -2.519 1.044 0.090
H 0.987 -1.883 2.321 0.096
H 2.701 -1.428 2.294 0.117
C 0.783 1.107 2.655 0.004
H 1.732 1.088 3.246 0.123
H 0.080 0.367 3.119 0.082
H 0.338 2.121 2.743 0.093
C 0.571 3.070 0.176 -0.010
H 1.329 3.746 0.620 0.116
H -0.368 3.162 0.752 0.088
H 0.361 3.419 -0.853 0.077
C 1.910 1.596 -2.285 -0.007
H 2.925 2.018 -2.316 0.111
H 1.234 2.423 -2.513 0.078
H 1.856 0.855 -3.087 0.076
C -3.890 -1.964 -4.193 -0.164
C -2.997 -1.833 -5.253 -0.276
C -3.201 -0.921 -6.427 -0.211
C -3.668 0.503 -6.005 -0.224
C -3.274 1.044 -4.637 -0.466
C -4.280 1.017 -3.525 -0.393
C -5.455 0.017 -3.527 -0.200
C -5.240 -1.385 -4.107 -0.192
H -3.856 -1.377 -7.174 0.126
H -4.733 0.556 -6.208 0.111
H -2.204 -0.900 -6.900 0.106
H -5.781 -1.423 -5.056 0.121
H -3.702 -2.802 -3.513 0.106
H -2.421 -2.741 -5.455 0.107
H -5.839 -2.069 -3.484 0.127
H -5.873 -0.045 -2.512 0.109
H -4.793 2.024 -3.480 0.114
H -6.275 0.492 -4.102 0.121
H -3.174 1.164 -6.726 0.113
H -2.976 2.108 -4.732 0.072
P -1.224 -1.686 -1.836 0.821
C -0.916 -3.184 -0.879 -0.307
C -0.827 -2.502 -3.512 -0.316
P -3.238 1.001 -1.769 1.060
C -2.949 -1.100 -1.536 -0.382
C -2.962 2.816 -2.036 -0.226
C -3.352 1.183 0.056 -0.237
H -0.926 -2.912 0.177 -0.013
H 0.068 -3.584 -1.132 0.037
H -1.669 -3.952 -1.036 0.046
H -0.873 -1.883 -4.458 -0.023
H -1.433 -3.430 -3.639 0.062
H 0.262 -2.733 -3.506 0.050
H -4.387 1.117 0.427 0.057
H -2.878 2.140 0.367 0.044
H -2.740 0.380 0.525 0.001
H -3.202 -1.370 -0.493 -0.017
H -3.738 -1.515 -2.194 0.007
H -2.273 3.196 -1.270 0.025
H -3.931 3.334 -1.922 0.083
H -2.567 3.044 -3.025 0.033
Cl -4.428 -1.760 1.708 0.617
C -2.999 -2.360 2.588 -0.953
Cl -2.542 -4.016 2.091 0.613
C -1.776 -1.420 2.338 -0.753
O -1.125 -1.210 3.390 -0.034
O -1.551 -1.011 1.159 -0.143
H -3.227 -2.369 3.660 0.069
```

Summary:
Total energy = -78001.698 eV
Highest occupied orbital energy (alpha / beta) = -0.37611 / -0.37609 hartree
Net charge = +1
Spin multiplicity = 3
<S²> = 2.004



Record 6
C25H42BrN4O9PS | ωB97M-V with the def2-TZVPD basis set

```
83
Properties=species:S:1:pos:R:3:lowdin_charge:R:1
C 3.916 1.892 2.878 -0.066
C 2.749 1.130 3.608 -0.212
N 2.276 0.044 2.729 0.011
C 1.090 0.343 1.964 -0.341
C 0.846 -0.935 1.109 -0.036
C 1.819 -1.224 -0.044 -0.398
C 3.305 -0.955 -0.008 -0.050
N 1.356 -1.769 -1.091 0.148
C 1.006 1.716 1.313 -0.195
N 1.535 1.861 -0.073 0.092
C 1.517 3.008 -0.456 -0.770
S 1.221 4.508 -0.797 0.805
C -0.507 2.197 1.426 -0.211
P -1.744 1.526 0.135 0.921
O -2.713 2.742 -0.384 -0.253
O -0.918 0.818 -1.125 -0.293
C -0.891 1.389 2.667 -0.136
C -2.139 1.847 3.396 -0.751
O -3.222 1.898 2.814 -0.009
O -1.957 2.152 4.586 0.019
N -0.079 0.428 2.924 0.059
C -0.361 -0.433 4.066 -0.050
C -1.238 -1.627 3.592 -0.751
O -0.858 -2.742 3.778 -0.003
Br -2.918 -1.359 2.696 0.858
H 4.869 1.792 3.395 0.069
H 4.009 1.467 1.874 0.057
H 3.616 2.936 2.733 0.065
H 1.967 1.856 3.852 0.109
H 3.186 0.698 4.509 0.116
H 2.206 -0.841 3.211 0.114
H 0.869 -1.787 1.801 0.128
H -0.167 -0.883 0.691 0.099
H 3.863 -1.608 -0.678 0.077
H 3.697 -1.132 0.999 0.065
H 3.475 0.107 -0.221 0.063
H 0.350 -1.921 -0.992 0.050
H 1.521 2.528 1.834 0.130
H -0.525 3.258 1.689 0.136
H -2.176 3.497 -0.695 0.033
H -0.455 1.468 -1.680 0.040
H -0.831 0.115 4.891 0.143
H 0.530 -0.914 4.475 0.130
C -4.647 -1.338 -2.689 -0.017
C -3.226 -1.840 -2.631 -0.506
O -2.829 -2.507 -1.706 0.066
C -2.318 -1.472 -3.781 -0.028
H -5.183 -1.674 -1.804 0.084
H -4.656 -0.247 -2.713 0.081
H -5.147 -1.733 -3.575 0.085
H -2.227 -0.387 -3.851 0.081
H -2.717 -1.873 -4.715 0.087
H -1.331 -1.898 -3.608 0.067
C -3.978 3.961 -3.594 -0.011
C -2.477 4.066 -3.664 -0.486
O -1.812 4.308 -2.678 0.020
C -1.826 3.860 -5.006 -0.014
H -4.306 4.130 -2.570 0.082
H -4.434 4.713 -4.240 0.089
H -4.295 2.964 -3.905 0.086
H -2.191 4.603 -5.717 0.090
H -2.045 2.856 -5.371 0.083
H -0.748 3.968 -4.907 0.084
C 1.173 -0.022 -4.381 -0.020
C 0.716 0.132 -5.808 -0.505
O 0.387 1.218 -6.225 0.057
C 0.686 -1.101 -6.674 -0.016
H 1.140 0.949 -3.888 0.075
H 0.517 -0.709 -3.846 0.053
H 2.198 -0.395 -4.353 0.091
H 0.005 -1.840 -6.247 0.079
H 1.687 -1.526 -6.754 0.087
H 0.336 -0.835 -7.670 0.082
C 3.077 -5.673 5.687 -0.025
C 2.303 -4.377 5.671 -0.501
O 2.820 -3.330 5.993 0.055
C 0.862 -4.435 5.237 -0.029
H 4.096 -5.482 6.017 0.080
H 2.609 -6.377 6.376 0.085
H 3.106 -6.101 4.684 0.085
H 0.295 -5.086 5.906 0.095
H 0.795 -4.806 4.214 0.090
H 0.441 -3.444 5.277 0.044
```

Summary:
Total energy = -141158.809 eV
Highest occupied orbital energy = -0.31015 hartree
Spin multiplicity = 1
Energy above the lowest of the compared OMol25 structures with the same formula, charge and spin = 0.0 kcal per mole